ORCA calculation (the ωB97M-V functional and the def2-TZVPD basis) on the molecule C4H8O at a distorted geometry.

Cartesian coordinates (Å):
1 C 1.91082 -0.53682 -0.05978
2 C 0.09496 0.76589 0.35611
3 C -1.09725 0.37187 -0.49214
4 C -2.23866 -0.24654 -0.01990
5 H 1.16260 -1.29109 -0.48178
6 H 2.81054 -0.59036 -0.76464
7 H 2.13413 -0.64222 1.05049
8 H -0.14666 1.88613 0.64630
9 H 0.22575 0.15325 1.28966
10 H -0.89406 0.52910 -1.57512
11 H -3.09280 -0.55511 -0.66626
12 H -2.21593 -0.55214 1.09368
13 O 1.34656 0.70804 -0.37661

- E_HOMO (eV) = -9.594
- SMILES = C=CCOC

natural (NBO) population analysis, charges in e, atoms 1 to 6: number 1, C, carries -0.268; number 2, C, carries -0.124; number 3, C, carries -0.212; number 4, C, carries -0.418; number 5, H, carries 0.174; number 6, H, carries 0.200